Molecular formula: C2H10NS
Method: DFT, ωB97M-V/def2-TZVPD

Each line ends with the Mulliken charge.
Atoms and positions in Å:
N (2.24, 0.14, -0.44)  -0.49
H (1.75, 0.97, -0.05)  0.42
H (1.44, -0.52, -0.53)  0.29
H (2.87, -0.35, 0.20)  0.36
H (2.73, 0.43, -1.27)  0.32
C (-0.37, -0.47, 1.75)  -1.03
C (-1.23, 0.24, 0.72)  -0.34
S (-0.60, 0.11, -1.02)  -0.31
H (-0.65, -0.49, 2.84)  0.32
H (-0.19, -1.49, 1.39)  0.37
H (0.67, -0.18, 1.76)  0.23
H (-1.41, 1.29, 1.01)  0.32
H (-2.16, -0.34, 0.70)  0.33
H (-1.56, -0.75, -1.38)  0.21

Charge   +1
HOMO level   -13.8 eV
ΔE to the lowest compared entry with this formula, charge and spin   18.5 kcal per mole
Gap between HOMO and LUMO   9.93 eV

***

Molecular formula: C15H27Cl6CuO7
Method: DFT, ωB97M-V/def2-TZVPD

Each line ends with the Mulliken charge.
Atoms and positions in Å:
Cu (-1.69, 1.10, 3.54)  0.80
C (0.37, 0.44, 0.99)  0.30
O (-0.71, 0.37, 1.83)  -0.11
H (0.31, -0.28, 0.16)  0.03
H (0.47, 1.45, 0.56)  -0.14
H (1.33, 0.27, 1.50)  0.11
C (1.45, -2.72, 2.95)  -1.31
C (-0.03, -3.08, 2.91)  0.76
C (-0.59, -3.13, 1.48)  0.40
O (-1.26, -4.41, 1.43)  -0.40
C (-0.89, -5.15, 2.50)  0.52
O (-1.13, -6.30, 2.68)  -0.49
O (-0.16, -4.40, 3.36)  -0.38
H (2.02, -3.29, 2.23)  0.38
H (1.84, -2.97, 3.94)  0.39
H (1.68, -1.66, 2.78)  0.21
H (-0.61, -2.33, 3.45)  0.10
H (0.13, -3.14, 0.66)  0.11
H (-1.35, -2.37, 1.31)  -0.36
C (-0.84, 3.09, -3.09)  -1.53
C (-0.26, 2.56, -1.78)  1.20
C (1.21, 2.06, -1.94)  -0.21
O (1.93, 3.01, -1.17)  -0.31
C (1.13, 3.94, -0.63)  0.60
O (1.53, 4.82, 0.06)  -0.53
O (-0.16, 3.67, -0.89)  -0.40
H (-0.23, 3.92, -3.47)  0.42
H (-1.80, 3.55, -2.88)  0.38
H (-0.92, 2.32, -3.86)  0.29
H (-0.90, 1.77, -1.36)  -0.40
H (1.45, 2.02, -3.00)  0.31
H (1.28, 1.07, -1.51)  0.20
Cl (-0.47, -0.79, -2.48)  0.01
C (-0.50, -1.67, -4.03)  -0.71
C (0.59, -2.74, -4.07)  -0.40
Cl (0.49, -3.86, -2.71)  -0.14
H (-0.44, -0.93, -4.82)  0.31
H (-1.50, -2.08, -4.07)  0.34
H (1.51, -2.16, -3.93)  0.25
H (0.64, -3.25, -5.02)  0.37
Cl (5.07, 3.38, 0.94)  -0.17
C (3.88, 2.64, 2.03)  -0.09
C (2.91, 3.70, 2.58)  -0.22
Cl (3.44, 4.18, 4.23)  -0.21
H (4.41, 2.16, 2.84)  0.46
H (3.34, 1.88, 1.45)  -0.17
H (1.89, 3.35, 2.66)  0.07
H (2.95, 4.56, 1.93)  0.32
Cl (-5.57, -1.85, -1.03)  -0.16
C (-4.09, -1.33, -0.23)  -0.22
C (-4.01, 0.16, -0.13)  -0.02
Cl (-3.82, 0.97, -1.71)  -0.15
H (-3.28, -1.81, -0.78)  0.13
H (-4.02, -1.76, 0.78)  0.26
H (-3.15, 0.50, 0.45)  -0.28
H (-4.87, 0.58, 0.39)  0.44

Charge   +1
HOMO level (spin up / spin down)   -12.8 / -12.8 eV
ΔE to the lowest compared entry with this formula, charge and spin   0.0 kcal per mole
Gap between HOMO and LUMO (spin up / spin down)   6.09 / 4.61 eV
Multiplicity   2

***

Molecular formula: C15H23N5O3SeW
Method: DFT, ωB97M-V/def2-TZVPD

Each line ends with the Mulliken charge.
Atoms and positions in Å:
W (-0.21, -0.78, -1.21)  0.98
C (-2.26, -1.83, -0.48)  -0.25
C (-2.24, -1.74, -1.91)  -0.45
C (-1.30, -2.48, -2.64)  -0.78
C (-0.20, -3.02, -1.98)  -0.30
C (-0.16, -3.02, -0.55)  -0.77
C (-1.29, -2.57, 0.17)  -0.31
H (-3.02, -1.29, 0.07)  0.47
H (-3.00, -1.16, -2.41)  0.48
H (-1.35, -2.49, -3.72)  0.60
H (0.60, -3.48, -2.54)  0.57
H (0.66, -3.49, -0.03)  0.70
H (-1.31, -2.67, 1.25)  0.52
N (0.01, -0.05, -3.33)  -0.52
C (1.19, 0.83, -3.50)  -0.89
C (1.28, 1.68, -2.24)  0.58
O (1.75, 2.79, -2.25)  -0.58
N (0.70, 1.08, -1.14)  0.37
C (0.01, 2.03, -0.26)  -0.37
C (-1.38, 1.46, -0.07)  0.46
O (-2.09, 1.65, 0.88)  -0.60
O (-1.71, 0.66, -1.10)  -0.60
H (0.04, -0.78, -4.04)  0.29
H (-0.83, 0.50, -3.50)  0.33
H (1.08, 1.50, -4.35)  0.48
H (2.09, 0.24, -3.66)  0.28
H (-0.06, 3.00, -0.76)  0.58
H (0.50, 2.18, 0.69)  -0.18
C (2.50, 1.81, 2.53)  -0.72
N (1.15, 1.53, 3.00)  0.22
C (0.51, 2.25, 3.99)  -0.39
C (-0.70, 1.68, 4.17)  -0.42
N (-0.79, 0.62, 3.31)  0.23
C (-1.93, -0.29, 3.21)  -0.81
C (0.34, 0.54, 2.58)  -0.19
Se (0.81, -0.79, 1.34)  -0.11
H (3.00, 2.43, 3.27)  0.37
H (2.48, 2.34, 1.58)  0.27
H (3.05, 0.88, 2.42)  0.31
H (0.97, 3.09, 4.47)  0.49
H (-1.50, 1.93, 4.84)  0.46
H (-2.63, -0.04, 4.00)  0.34
H (-1.59, -1.31, 3.34)  0.34
H (-2.42, -0.14, 2.25)  0.22
N (2.02, -1.29, -1.43)  -0.64
H (2.37, -1.57, -2.34)  0.26
H (2.35, -1.98, -0.76)  0.34
H (2.50, -0.42, -1.17)  0.33

Charge   +2
HOMO level   -14.7 eV
ΔE to the lowest compared entry with this formula, charge and spin   20.5 kcal per mole
Gap between HOMO and LUMO   7.69 eV

***

Molecular formula: C2H2N2O4
Method: DFT, ωB97M-V/def2-TZVPD

Each line ends with the Mulliken charge.
Atoms and positions in Å:
C (1.45, -0.18, 0.15)  -0.52
C (0.19, -0.45, 0.13)  0.22
N (-0.97, 1.83, -0.08)  0.78
N (-0.62, -1.50, 0.03)  0.84
O (-2.09, 1.83, 0.29)  -0.38
O (-1.10, -2.00, 0.99)  -0.51
O (-0.08, 2.48, -0.45)  -0.40
O (-0.81, -1.89, -1.15)  -0.51
H (2.34, -1.00, 0.20)  0.26
H (1.70, 0.89, -0.12)  0.23

HOMO level (spin up / spin down)   -10.2 / -10.4 eV
ΔE to the lowest compared entry with this formula, charge and spin   207.0 kcal per mole
Gap between HOMO and LUMO (spin up / spin down)   7.96 / 8.82 eV

***

Molecular formula: C49H60F9N8O10
Method: DFT, ωB97M-V/def2-TZVPD

Each line ends with the Mulliken charge.
Atoms and positions in Å:
C (-5.72, 0.34, 3.14)  -0.14
C (-5.26, -0.01, 2.04)  -1.23
C (-4.63, -0.55, 0.72)  0.27
N (-4.26, 0.49, -0.27)  1.49
C (-2.91, 1.07, -0.07)  -0.49
C (-2.78, 2.10, 1.12)  -0.17
O (-1.37, 2.40, 1.30)  -0.39
C (-0.91, 3.33, 0.37)  0.60
O (-1.54, 3.77, -0.60)  -0.52
C (0.60, 3.84, 0.54)  -0.50
C (1.56, 3.30, -0.64)  -0.93
C (-4.50, 0.07, -1.66)  -2.57
N (-3.84, -0.98, -2.38)  0.97
C (-2.43, -0.75, -2.73)  -0.39
N (-2.13, -1.45, -4.02)  -0.65
C (-4.19, -2.37, -1.98)  -1.53
C (-3.20, -3.08, -0.95)  0.25
C (-4.12, -3.99, 0.02)  -0.71
C (-3.44, -5.39, 0.38)  -0.77
C (-2.13, -5.18, 1.30)  -0.72
N (-5.46, 0.75, -2.27)  1.11
C (-6.22, 1.82, -1.52)  -1.26
C (-5.44, 3.20, -1.44)  0.80
C (-6.57, 4.33, -1.21)  0.84
F (-7.38, 3.83, -0.14)  -0.35
F (-7.43, 4.49, -2.31)  -0.30
C (-5.99, 5.72, -0.71)  0.48
F (-7.09, 6.49, -0.26)  -0.32
F (-5.18, 5.53, 0.41)  -0.24
C (-5.15, 6.54, -1.80)  0.69
F (-3.80, 6.48, -1.38)  -0.29
F (-5.18, 6.01, -3.09)  -0.27
C (-5.52, 8.09, -1.88)  0.53
F (-6.79, 8.35, -2.38)  -0.21
F (-5.31, 8.70, -0.64)  -0.22
F (-4.63, 8.72, -2.77)  -0.24
C (-5.89, 0.54, -3.68)  -0.07
C (-7.38, -0.10, -3.80)  -1.27
C (-5.84, 1.92, -4.53)  -0.54
C (-4.29, 2.25, -4.74)  -0.59
H (-6.16, 0.37, 4.18)  0.43
H (-5.44, -1.20, 0.22)  0.41
H (-3.75, -1.22, 0.96)  0.05
H (-2.18, 0.21, 0.16)  0.27
H (-2.56, 1.49, -1.07)  0.34
H (-3.33, 3.08, 0.98)  0.12
H (-3.13, 1.67, 2.12)  0.20
H (1.01, 3.64, 1.58)  0.29
H (0.57, 4.97, 0.39)  0.28
H (1.77, 2.20, -0.39)  0.23
H (2.52, 3.90, -0.72)  0.31
H (1.04, 3.30, -1.65)  0.30
H (-2.30, 0.37, -2.93)  0.44
H (-1.67, -1.00, -1.92)  0.16
H (-1.67, -2.33, -3.74)  0.25
H (-1.47, -0.83, -4.50)  0.29
H (-5.26, -2.35, -1.56)  0.58
H (-4.21, -3.01, -2.93)  0.38
H (-2.54, -3.79, -1.56)  0.59
H (-2.53, -2.38, -0.37)  0.04
H (-4.40, -3.42, 0.96)  0.23
H (-5.09, -4.23, -0.52)  0.35
H (-3.24, -6.06, -0.51)  0.32
H (-4.19, -5.95, 1.03)  0.35
H (-1.23, -4.94, 0.63)  0.11
H (-2.00, -6.15, 1.88)  0.37
H (-2.40, -4.37, 2.05)  0.23
H (-6.60, 1.44, -0.51)  0.15
H (-7.18, 2.03, -2.11)  0.68
H (-4.90, 3.50, -2.38)  0.17
H (-4.80, 3.24, -0.51)  -0.74
H (-5.23, -0.17, -4.27)  0.46
H (-8.11, 0.78, -3.84)  0.35
H (-7.58, -0.75, -2.88)  0.26
H (-7.39, -0.74, -4.73)  0.41
H (-6.24, 1.64, -5.57)  0.49
H (-6.44, 2.75, -4.07)  0.21
H (-3.77, 1.50, -5.44)  0.32
H (-4.07, 3.31, -5.05)  0.35
H (-3.76, 2.10, -3.73)  -0.15
C (4.00, -4.23, 4.33)  -0.39
C (3.39, -5.43, 3.98)  -0.65
C (2.39, -5.44, 3.01)  -0.44
C (2.02, -4.25, 2.39)  -0.17
C (2.63, -3.04, 2.74)  -0.27
C (3.62, -3.04, 3.71)  -0.26
N (0.99, -4.26, 1.35)  1.24
O (0.47, -5.33, 1.08)  -0.72
O (0.72, -3.20, 0.81)  -0.53
H (4.78, -4.22, 5.08)  0.45
H (3.69, -6.35, 4.46)  0.40
H (1.92, -6.38, 2.75)  0.47
H (2.34, -2.11, 2.27)  0.50
H (4.10, -2.11, 3.99)  0.42
C (10.02, -1.22, 3.04)  -0.43
C (9.11, -1.14, 1.99)  -0.68
C (7.76, -1.01, 2.24)  -0.06
C (7.31, -0.95, 3.56)  -0.09
C (8.21, -1.04, 4.62)  -0.33
C (9.57, -1.18, 4.36)  -0.52
N (5.88, -0.78, 3.83)  1.04
O (5.12, -0.73, 2.88)  -0.62
O (5.53, -0.70, 5.00)  -0.62
H (11.08, -1.32, 2.84)  0.40
H (9.47, -1.18, 0.96)  0.43
H (7.06, -0.95, 1.41)  0.51
H (7.87, -1.00, 5.65)  0.47
H (10.27, -1.24, 5.17)  0.41
C (3.06, -4.45, -3.59)  -0.51
C (4.34, -4.83, -3.98)  -0.40
C (5.39, -4.82, -3.07)  -0.46
C (5.14, -4.42, -1.76)  -0.13
C (3.87, -4.03, -1.36)  -0.33
C (2.83, -4.05, -2.28)  -0.33
N (6.24, -4.42, -0.78)  1.06
O (7.35, -4.75, -1.17)  -0.60
O (5.98, -4.10, 0.37)  -0.58
H (2.25, -4.47, -4.30)  0.37
H (4.52, -5.15, -5.01)  0.38
H (6.38, -5.11, -3.39)  0.45
H (3.67, -3.72, -0.34)  0.61
H (1.83, -3.75, -1.97)  0.49
C (5.60, 4.72, 3.53)  -0.44
C (5.61, 4.29, 2.20)  -0.42
C (6.71, 3.59, 1.71)  -0.33
C (7.79, 3.33, 2.55)  0.05
C (7.79, 3.77, 3.87)  -0.32
C (6.69, 4.47, 4.36)  -0.51
N (8.94, 2.58, 2.04)  1.09
O (8.91, 2.23, 0.86)  -0.61
O (9.86, 2.35, 2.81)  -0.60
H (4.74, 5.26, 3.91)  0.38
H (4.76, 4.49, 1.56)  0.42
H (6.71, 3.26, 0.68)  0.43
H (8.63, 3.58, 4.53)  0.46
H (6.68, 4.81, 5.38)  0.39

Charge   +1
HOMO level   -11.2 eV
ΔE to the lowest compared entry with this formula, charge and spin   114.8 kcal per mole
Gap between HOMO and LUMO   7.62 eV

***

Molecular formula: C4H8O
Method: DFT, ωB97M-V/def2-TZVPD

Each line ends with the Mulliken charge.
Atoms and positions in Å:
C (-1.61, -0.04, 0.07)  -1.24
C (-0.18, 0.53, -0.29)  -0.14
C (0.80, 0.34, 0.83)  -0.56
C (1.35, -0.12, -0.46)  0.05
O (1.38, -1.41, -0.94)  -0.53
H (-2.07, 0.68, 0.78)  0.33
H (-1.61, -0.99, 0.62)  0.32
H (-2.35, -0.13, -0.74)  0.35
H (-0.30, 1.50, -0.76)  0.25
H (1.26, 1.23, 1.23)  0.26
H (0.54, -0.43, 1.54)  0.25
H (2.33, 0.35, -0.70)  0.34
H (0.46, -1.51, -1.20)  0.32

HOMO level   -8.9 eV
ΔE to the lowest compared entry with this formula, charge and spin   56.8 kcal per mole
Gap between HOMO and LUMO   9.94 eV
Structure (SMILES)   C[C@H]1C[C@H]1O

***

Molecular formula: C16H19BN6Pb
Method: DFT, ωB97M-V/def2-TZVPD

Each line ends with the Mulliken charge.
Atoms and positions in Å:
C (-2.36, 1.16, 1.70)  0.01
N (-1.72, 0.54, 0.70)  -0.22
N (-2.52, 0.65, -0.43)  0.12
C (-3.65, 1.32, -0.10)  -0.02
C (-3.60, 1.66, 1.25)  -1.06
B (-2.15, 0.00, -1.82)  -0.07
N (-0.91, 0.62, -2.59)  0.16
N (0.39, 0.50, -2.16)  -0.27
C (1.18, 1.10, -3.07)  -0.03
C (0.39, 1.59, -4.13)  -1.03
C (-0.92, 1.27, -3.79)  -0.01
Pb (0.16, 0.11, -0.11)  1.72
N (-1.82, -1.49, -1.56)  0.41
N (-0.75, -1.75, -0.76)  -0.11
C (-0.63, -3.08, -0.66)  -0.01
C (-1.65, -3.71, -1.41)  -0.85
C (-2.39, -2.66, -1.96)  0.07
H (0.17, -3.51, -0.06)  0.55
H (-3.26, -2.65, -2.61)  0.52
H (-1.83, -4.77, -1.52)  0.48
H (-3.12, 0.11, -2.54)  0.07
H (-1.86, 1.44, -4.31)  0.49
H (-4.43, 1.49, -0.85)  0.50
H (0.74, 2.10, -5.03)  0.45
H (-4.35, 2.20, 1.83)  0.45
H (2.26, 1.13, -2.92)  0.53
H (-1.90, 1.20, 2.69)  0.55
H (2.75, 0.13, -0.02)  -0.01
C (3.60, 0.80, 0.18)  -0.83
H (4.15, 0.98, -0.75)  0.37
H (3.23, 1.75, 0.58)  0.35
H (4.27, 0.33, 0.92)  0.32
C (2.62, -0.08, 4.23)  -0.38
C (2.09, 1.12, 3.77)  -0.75
C (1.41, 1.16, 2.55)  -0.46
C (1.26, -0.01, 1.79)  0.23
C (1.78, -1.22, 2.26)  -0.15
C (2.46, -1.25, 3.48)  -0.60
H (3.15, -0.11, 5.18)  0.52
H (2.21, 2.03, 4.35)  0.51
H (1.00, 2.10, 2.19)  0.56
H (1.66, -2.12, 1.68)  0.41
H (2.87, -2.19, 3.85)  0.52

Charge   +4
HOMO level (spin up / spin down)   -22.3 / -22.3 eV
Gap between HOMO and LUMO (spin up / spin down)   4.43 / 5.09 eV

***

Molecular formula: C3H4N3O2
Method: DFT, ωB97M-V/def2-TZVPD

Each line ends with the Mulliken charge.
Atoms and positions in Å:
C (1.18, -0.88, 0.86)  -0.41
C (-2.19, 0.58, -0.17)  0.14
C (-0.98, -1.58, 0.11)  0.29
N (0.12, -1.73, 0.76)  -0.30
N (-1.68, -0.33, 0.59)  0.00
N (1.25, -0.09, -0.22)  -0.19
O (-2.73, 1.56, 0.31)  -0.67
O (-1.62, -2.28, -0.65)  -0.65
H (-2.06, 0.47, -1.34)  0.22
H (-2.07, -0.34, 1.50)  0.21
H (2.00, 0.56, -0.53)  0.20
H (0.55, -0.18, -0.93)  0.16

Charge   -1
HOMO level   -3.5 eV
ΔE to the lowest compared entry with this formula, charge and spin   31.6 kcal per mole
Gap between HOMO and LUMO   7.57 eV

***

Looking at max |F| for the records above, in order, we have 0.034, 0.040, 0.008, 0.077, 0.060, 0.031, 0.082, 0.069 hartree/bohr.
Looking at E_tot for the records above, in order, we have -534.85927, -5515.67783, -3552.92914, -487.52389, -3991.57737, -232.35509, -1165.48675, -431.46381 a.u..